No. 1
# C27H60F6N6NaO12S6

A molecular structure, C27H60F6N6NaO12S6 at a distorted geometry (ωB97M-V with the def2-TZVPD basis set, OMol25).

```
118
Properties=species:S:1:pos:R:3:lowdin_charge:R:1
Na -0.28818 -0.38422 -0.08819 0.280
C -5.80928 -0.83038 1.02135 -0.055
C -4.82381 -0.42233 -0.07643 -0.223
C -5.16982 0.89042 -0.77874 -0.116
N -4.17429 1.30556 -1.85249 -0.236
C -4.70277 2.65797 -2.38066 -0.098
C -3.91879 3.16030 -3.56254 -0.157
C -3.86433 2.13913 -4.74315 -0.162
C -3.29157 0.85527 -4.20603 -0.159
C -4.09922 0.33606 -3.00154 -0.088
C -2.84836 1.53991 -1.22070 0.000
H -6.78205 -0.37941 0.82224 0.078
H -5.46024 -0.51850 2.00703 0.069
H -5.88827 -1.91048 1.12388 0.086
H -4.90158 -1.17730 -0.86275 0.102
H -3.80217 -0.36511 0.29567 0.068
H -5.13824 1.77326 -0.13370 0.136
H -6.20577 0.86413 -1.12086 0.139
H -5.76285 2.47143 -2.54154 0.138
H -4.61790 3.38569 -1.57285 0.134
H -4.41078 4.03833 -3.98540 0.125
H -2.91189 3.47310 -3.28587 0.115
H -4.87717 2.07060 -5.14708 0.121
H -3.28669 2.58428 -5.55220 0.120
H -3.54625 -0.00530 -4.83902 0.130
H -2.20480 0.82868 -4.17189 0.107
H -5.11728 0.15272 -3.34688 0.154
H -3.71798 -0.61177 -2.62469 0.093
H -2.86287 2.36961 -0.51264 0.116
H -2.18676 2.00955 -1.94924 0.090
H -2.41786 0.62755 -0.83325 0.064
C 1.22029 6.54199 0.03829 -0.092
C 1.74353 5.24068 0.58357 -0.220
C 1.05535 4.83442 1.89074 -0.101
N 1.46481 3.47352 2.40116 -0.233
C 1.00913 3.33254 3.85232 -0.090
C 1.83591 4.25932 4.78329 -0.144
C 3.34463 4.02110 4.58732 -0.166
C 3.78498 4.09718 3.12105 -0.160
C 2.96312 3.18583 2.24309 -0.091
C 0.73297 2.41452 1.64753 -0.016
H 0.14420 6.66929 -0.09344 0.080
H 1.69472 6.76828 -0.91704 0.085
H 1.48082 7.39456 0.67498 0.083
H 2.82613 5.28630 0.69468 0.113
H 1.58254 4.44607 -0.15205 0.095
H -0.03054 4.79260 1.80179 0.141
H 1.24870 5.56108 2.67748 0.126
H -0.04571 3.60102 3.79009 0.128
H 1.01400 2.30426 4.21109 0.138
H 1.40294 5.25523 4.68836 0.107
H 1.57479 4.00256 5.81152 0.122
H 3.90756 4.70730 5.21756 0.119
H 3.58722 3.01914 4.94943 0.122
H 3.79967 5.15321 2.83039 0.118
H 4.85995 3.90466 3.11457 0.129
H 3.10562 3.28292 1.16839 0.104
H 3.24598 2.15210 2.44536 0.147
H -0.32948 2.63167 1.72119 0.089
H 0.98865 1.41556 1.98437 0.094
H 0.93175 2.44998 0.57340 0.086
C 4.12613 -3.62439 -3.72346 -0.070
C 3.09614 -3.95612 -2.65536 -0.229
C 3.70565 -3.95765 -1.25050 -0.083
N 2.62018 -4.20358 -0.15243 -0.214
C 1.97647 -5.52350 -0.52504 -0.119
C 1.19291 -6.19440 0.61485 -0.143
C 1.87639 -6.11826 1.98409 -0.177
C 2.40637 -4.72997 2.27405 -0.173
C 3.34607 -4.30174 1.18030 -0.083
C 1.49710 -3.22074 -0.15361 0.005
H 4.72046 -4.51699 -3.92733 0.081
H 4.83944 -2.91898 -3.29194 0.073
H 3.64911 -3.25476 -4.62498 0.086
H 2.59498 -4.89055 -2.90577 0.109
H 2.26971 -3.24225 -2.63083 0.100
H 4.13694 -2.98614 -1.01062 0.117
H 4.44253 -4.74365 -1.09740 0.136
H 2.63010 -6.28557 -0.95744 0.142
H 1.27381 -5.42246 -1.35187 0.127
H 1.02120 -7.24285 0.36589 0.125
H 0.18105 -5.78455 0.62032 0.100
H 2.72729 -6.81223 2.01743 0.117
H 1.24585 -6.55684 2.75759 0.122
H 3.03992 -4.77619 3.16585 0.133
H 1.55364 -4.11833 2.55529 0.094
H 4.12975 -5.04742 1.05552 0.141
H 3.78857 -3.31628 1.32309 0.137
H 1.89035 -2.21403 0.00477 0.083
H 0.83510 -3.41276 0.68372 0.087
H 0.98407 -3.27830 -1.10741 0.075
N -0.49156 -0.48575 2.16541 -0.310
S -1.82078 0.29245 2.83642 0.557
O -1.57811 1.30074 3.82253 -0.239
O -2.96971 -0.55733 2.90171 -0.226
F -2.06790 1.17856 1.51253 -0.213
S -0.29085 -1.46965 3.35339 0.469
O -1.05033 -2.68356 3.30156 -0.242
O 0.06363 -0.91000 4.62980 -0.242
F 1.12986 -2.00536 2.75809 -0.223
N 1.66332 0.37069 -0.99144 -0.302
S 3.32530 0.32805 -0.90852 0.533
O 3.98434 1.54020 -0.48214 -0.253
O 3.94025 -0.48041 -1.90521 -0.235
F 3.42180 -0.51654 0.44645 -0.193
S 1.58064 1.29134 -2.26059 0.486
O 2.05065 0.76991 -3.52027 -0.228
O 1.61920 2.70881 -2.03810 -0.266
F -0.03050 1.11630 -2.48553 -0.225
N -1.60292 -1.75461 -1.49284 -0.279
S -2.28908 -3.03233 -0.63916 0.571
O -1.36765 -4.07633 -0.26551 -0.254
O -3.67237 -3.36013 -0.81577 -0.222
F -2.33961 -2.22675 0.74635 -0.198
S -1.58211 -2.47324 -2.85846 0.451
O -2.89017 -2.67466 -3.44474 -0.260
O -0.58215 -3.45965 -3.14427 -0.250
F -1.00490 -1.20691 -3.67881 -0.191
```

Calculated values
frontier orbital gap	10.38	eV
charge	+1
LUMO level	-2.26	eV
molecular weight	990.2	g mol⁻¹
total energy	-5446.546559	hartree

---

No. 2
# C30H42Br2N2P2Pb

A molecular structure, C30H42Br2N2P2Pb at a distorted geometry (ωB97M-V with the def2-TZVPD basis set, OMol25).

```
79
Properties=species:S:1:pos:R:3:lowdin_charge:R:1
C -3.20663 -3.04253 -1.56756 -0.021
C -3.33641 -1.68052 -1.87631 -0.249
C -4.16876 -0.88174 -1.08835 -0.034
C -5.06382 -1.52391 -0.21880 -0.131
N -5.03554 -2.84818 -0.01765 0.061
C -4.15148 -3.59943 -0.68583 -0.129
C -2.55964 -1.07631 -2.95581 0.076
C -1.51310 -0.56118 -3.36251 0.043
C -0.37411 0.03610 -4.06444 -0.222
C 0.87734 0.43988 -3.53691 -0.109
C 1.81528 1.09069 -4.32091 -0.152
C 1.54640 1.34499 -5.65933 -0.674
C 0.33824 0.92863 -6.24419 -0.060
C -0.59776 0.26573 -5.42853 -0.014
Pb 1.14343 -0.20646 -0.26711 1.208
P -0.47590 -1.41800 1.88108 0.847
H -4.13709 0.20344 -1.14146 0.114
H -2.41448 -3.65200 -1.98186 0.114
H -5.82876 -0.94704 0.30373 0.117
H -4.19124 -4.67926 -0.54550 0.115
H -1.55727 -0.07860 -5.81636 0.131
H 1.21927 0.26817 -2.51038 -0.072
H 0.09275 1.10276 -7.29144 0.122
H 2.75019 1.38823 -3.83268 0.106
C 0.52442 -1.22139 3.41585 -0.422
C -0.13353 -1.22450 4.79648 -0.126
H 1.04583 -0.25682 3.28633 0.056
H 1.29483 -2.00762 3.36830 0.084
H 0.65921 -1.02310 5.53051 0.088
H -0.88748 -0.43628 4.91929 0.075
H -0.58381 -2.18911 5.06748 0.072
C -2.10479 -0.64415 2.27282 -0.393
C -3.19434 -1.43482 3.00166 -0.122
H -2.50288 -0.33369 1.29133 0.059
H -1.87766 0.28272 2.82508 0.071
H -4.05031 -0.76104 3.15065 0.090
H -3.57332 -2.28203 2.41302 0.066
H -2.89608 -1.80026 3.99429 0.069
C -0.81050 -3.21926 1.71695 -0.392
C -0.90110 -4.09827 2.96546 -0.124
H 0.00974 -3.59830 1.08303 0.076
H -1.73089 -3.30821 1.11975 0.067
H -1.04265 -5.13456 2.62896 0.089
H 0.01546 -4.08253 3.57018 0.075
H -1.75402 -3.85822 3.61522 0.071
Br 2.89919 2.27586 -6.60284 0.788
P 0.57075 2.48011 0.23798 0.804
C -0.17144 2.85299 1.85596 -0.402
C 0.28205 4.18043 2.44873 -0.130
H 0.08878 2.01231 2.52745 0.061
H -1.26651 2.82353 1.73670 0.090
H -0.15305 4.28824 3.44732 0.089
H 1.37138 4.22902 2.56108 0.074
H -0.05886 5.04387 1.86281 0.075
C 2.25579 3.17617 0.09148 -0.415
C 2.31209 4.60925 -0.42471 -0.131
H 2.82546 2.51124 -0.58645 0.066
H 2.73729 3.09522 1.08032 0.090
H 3.36240 4.90629 -0.52017 0.089
H 1.85790 4.71070 -1.41802 0.076
H 1.84087 5.32434 0.26274 0.075
C -0.47750 3.15211 -1.10044 -0.384
C -1.19206 4.46000 -0.77018 -0.126
H -1.21840 2.36446 -1.33605 0.082
H 0.13975 3.26580 -2.00750 0.089
H -1.82524 4.74176 -1.61809 0.091
H -1.85003 4.36591 0.09994 0.074
H -0.50455 5.29877 -0.60631 0.073
Br 6.35923 -1.62781 1.98156 0.811
C 5.16225 -1.94802 0.52958 -0.635
C 5.51651 -2.77284 -0.54300 -0.044
C 4.60394 -2.97065 -1.58196 -0.004
C 3.37008 -2.33426 -1.51713 -0.103
N 3.05329 -1.50460 -0.48958 -0.200
C 3.92919 -1.32386 0.53412 -0.205
H 6.48862 -3.23983 -0.56195 0.123
H 4.81869 -3.59061 -2.44328 0.129
H 2.59675 -2.44065 -2.26713 0.118
H 3.59833 -0.65723 1.33350 0.098
```

Calculated values
frontier orbital gap	6.15	eV
charge	+2
LUMO level	-7.18	eV
molecular weight	859.6	g mol⁻¹
total energy	-7300.812269	hartree

---

No. 3
# C15H39BIO9P3S

3 unconnected molecules or ions with the total composition C15H39BIO9P3S at a distorted geometry (ωB97M-V with the def2-TZVPD basis set, OMol25).

```
69
Properties=species:S:1:pos:R:3:nbo_charge:R:1
C -3.25560 0.38657 1.31893 -0.635
C -2.59681 0.45286 2.68123 -0.063
O -1.43277 -0.36529 2.77834 -0.821
P -0.00231 0.13610 2.21529 2.532
O 0.08916 1.57572 2.49457 -1.073
O 1.00298 -0.48746 3.32620 -0.818
C 1.90454 0.44238 3.95861 -0.059
C 1.26656 1.13220 5.15046 -0.635
O 0.31608 -0.94944 1.12560 -0.793
C -0.61706 -1.74078 0.37968 -0.058
C -0.93193 -1.08388 -0.95987 -0.633
H -2.59189 0.77808 0.54608 0.204
H -4.17079 0.97930 1.31209 0.221
H -3.51293 -0.64033 1.05491 0.206
H -2.36159 1.48718 2.93755 0.197
H -3.28601 0.08080 3.44003 0.184
H 2.25171 1.17461 3.22882 0.184
H 2.78121 -0.11922 4.28304 0.181
H 0.25509 1.46729 4.93290 0.224
H 1.85857 1.99752 5.45349 0.213
H 1.19931 0.45091 6.00095 0.202
H -1.51566 -1.97323 0.94737 0.195
H -0.11802 -2.69394 0.20765 0.195
H -1.16003 -0.02437 -0.84482 0.206
H -1.77410 -1.58182 -1.44011 0.225
H -0.07109 -1.15628 -1.62396 0.220
C -3.85774 -5.11102 -5.87441 -0.635
C -3.30674 -5.68935 -4.58773 -0.064
O -1.98277 -6.20313 -4.72930 -0.819
P -0.69520 -5.23080 -4.68308 2.535
O -0.95808 -4.18176 -3.68881 -1.078
O 0.37294 -6.17537 -3.91368 -0.816
C 0.96418 -5.63084 -2.71914 -0.061
C 0.11965 -5.79859 -1.47299 -0.634
O -0.06049 -5.45179 -6.10351 -0.792
C -0.72620 -5.85063 -7.30661 -0.060
C -1.13348 -4.66446 -8.15939 -0.634
H -3.27159 -4.24799 -6.19582 0.202
H -4.88881 -4.78650 -5.73261 0.223
H -3.84078 -5.84954 -6.67730 0.206
H -3.34641 -4.94475 -3.79092 0.196
H -3.92102 -6.53294 -4.27209 0.186
H 1.15267 -4.56789 -2.85741 0.186
H 1.93290 -6.12027 -2.61785 0.183
H -0.92019 -5.54213 -1.66564 0.224
H 0.51271 -5.13927 -0.69746 0.208
H 0.12667 -6.82373 -1.09891 0.205
H -1.56148 -6.51606 -7.09764 0.196
H 0.00749 -6.44622 -7.84950 0.195
H -1.63193 -3.90022 -7.56328 0.210
H -1.80171 -4.98215 -8.95960 0.220
H -0.25753 -4.19893 -8.61097 0.218
O 3.81162 9.03162 7.21580 -1.099
P 2.72535 9.87109 6.62771 1.237
B 2.46070 9.38685 4.77209 0.316
S 2.28543 10.61528 3.42065 -0.222
C 2.39760 7.86400 4.48441 -0.817
C 3.77258 7.40056 3.91051 -0.400
C 3.61061 6.82159 2.50234 -0.504
I 2.90284 4.81125 2.56412 0.078
H 1.47621 9.57368 7.22626 -0.068
H 2.97327 11.25113 6.77625 -0.067
H 1.07668 10.24940 2.97376 0.168
H 1.60267 7.63373 3.77192 0.242
H 2.21343 7.31989 5.41118 0.249
H 4.13919 6.61414 4.56229 0.233
H 4.50279 8.20920 3.84966 0.215
H 2.91604 7.43158 1.93412 0.216
H 4.57932 6.77585 2.01754 0.223
```

Calculated values
frontier orbital gap	8.59	eV
charge	0
SMILES	CCOP(=O)(OCC)OCC.CCOP(=O)(OCC)OCC.O=[PH2]B(S)CCCI
LUMO level	-0.69	eV
molecular weight	626.2	g mol⁻¹
total energy	-3017.027906	hartree